A cluster of 5 separate species, C18H50NO18P4 in total. Source: the Open Molecules 2025 dataset; level of theory: the ωB97M-V functional and the def2-TZVPD basis.

Positions of all 91 atoms, in Å:
C 1.428 -0.172 2.266
C 0.156 0.362 1.674
O -0.087 1.740 2.025
C -1.362 2.031 1.606
O -1.562 2.500 0.561
C -2.447 1.725 2.596
C -3.717 1.258 1.873
C -4.106 -0.200 2.173
N -4.147 -0.999 0.879
H 2.288 0.237 1.755
H 1.405 -1.248 2.121
H 1.482 0.038 3.324
H -0.683 -0.244 2.048
H 0.160 0.258 0.590
H -2.673 2.670 3.081
H -2.101 1.062 3.381
H -4.542 1.865 2.223
H -3.667 1.451 0.807
H -3.401 -0.691 2.829
H -5.078 -0.197 2.637
H -5.105 -1.181 0.573
H -3.724 -1.919 1.033
H -3.607 -0.564 0.128
C 3.284 0.433 -4.763
O 1.905 0.062 -4.611
P 1.468 -0.822 -3.359
O 2.561 -1.183 -2.456
O 0.661 -2.018 -3.984
C 1.391 -2.969 -4.771
O 0.284 -0.011 -2.700
C 0.625 1.163 -1.962
H 3.823 -0.351 -5.292
H 3.316 1.347 -5.352
H 3.756 0.616 -3.799
H 2.373 -3.165 -4.340
H 1.499 -2.593 -5.789
H 0.823 -3.893 -4.787
H 0.809 1.995 -2.642
H 1.508 0.995 -1.341
H -0.214 1.409 -1.318
C 5.270 -7.099 -1.941
O 4.775 -6.459 -0.758
P 3.297 -5.860 -0.751
O 2.568 -6.025 -2.010
O 3.478 -4.382 -0.244
C 4.171 -3.477 -1.115
O 2.626 -6.504 0.525
C 2.245 -7.878 0.446
H 5.707 -6.358 -2.609
H 6.042 -7.804 -1.637
H 4.481 -7.641 -2.459
H 3.908 -3.658 -2.156
H 5.248 -3.590 -0.980
H 3.880 -2.467 -0.854
H 3.118 -8.517 0.583
H 1.770 -8.098 -0.511
H 1.534 -8.070 1.245
C 6.023 4.661 1.835
O 6.444 3.890 0.701
P 5.749 2.486 0.405
O 4.710 2.105 1.367
O 6.950 1.483 0.246
C 7.725 1.193 1.413
O 5.285 2.590 -1.099
C 4.144 3.397 -1.378
H 6.574 4.348 2.721
H 6.247 5.704 1.626
H 4.955 4.556 2.012
H 7.093 1.121 2.298
H 8.477 1.970 1.556
H 8.222 0.240 1.253
H 4.419 4.452 -1.406
H 3.364 3.232 -0.633
H 3.764 3.106 -2.355
C -9.921 4.661 2.234
O -9.433 3.841 1.157
P -8.420 2.658 1.468
O -8.038 2.506 2.874
O -7.223 2.912 0.464
C -6.424 4.077 0.691
O -9.084 1.393 0.801
C -10.211 0.809 1.466
H -9.227 5.479 2.421
H -10.881 5.069 1.927
H -10.059 4.080 3.143
H -6.275 4.248 1.759
H -6.903 4.948 0.245
H -5.456 3.924 0.219
H -11.108 1.391 1.256
H -10.044 0.756 2.542
H -10.338 -0.196 1.077

Cartesian forces (eV/Å) of the 3 atoms listed first:
-0.18 0.07 -0.22
-0.15 -0.34 0.14
-0.22 -0.32 -0.02

The spin multiplicity is 1. Its charge is +1. The gap between HOMO and LUMO is 8.58 eV.